Molecular formula: C20H32AgO16S2
Method: DFT, ωB97M-V/def2-TZVPD

Atoms and positions in Å:
Ag (-7.192, 4.383, -3.427)
O (-5.357, 5.806, -2.506)
C (-4.239, 5.435, -2.245)
O (-3.924, 4.915, -1.020)
C (-2.556, 4.774, -0.852)
C (-1.891, 4.820, -2.253)
C (-2.999, 5.306, -3.143)
H (-2.402, 3.862, -0.274)
H (-2.075, 5.542, -0.246)
H (-1.373, 3.869, -2.380)
H (-1.131, 5.585, -2.092)
H (-3.181, 4.607, -3.960)
H (-2.792, 6.265, -3.618)
O (-8.902, 2.892, -2.459)
C (-9.099, 1.705, -2.631)
O (-8.664, 0.916, -3.711)
C (-8.826, -0.442, -3.480)
C (-9.945, -0.518, -2.382)
C (-9.881, 0.789, -1.600)
H (-7.853, -0.750, -3.096)
H (-9.056, -1.109, -4.311)
H (-9.701, -1.501, -1.978)
H (-10.899, -0.558, -2.908)
H (-9.170, 0.543, -0.812)
H (-10.780, 1.252, -1.193)
O (-8.865, 6.132, -3.597)
C (-9.754, 6.889, -3.243)
O (-11.066, 6.446, -2.886)
C (-11.827, 7.550, -2.413)
C (-10.809, 8.650, -2.095)
C (-9.624, 8.346, -2.951)
H (-12.442, 7.313, -1.545)
H (-12.267, 7.814, -3.375)
H (-10.520, 8.581, -1.046)
H (-11.047, 9.680, -2.361)
H (-8.659, 8.538, -2.482)
H (-9.653, 8.972, -3.843)
O (-5.232, 4.546, -5.127)
C (-5.513, 5.605, -5.781)
O (-6.630, 6.387, -5.541)
C (-6.905, 7.458, -6.527)
C (-5.600, 7.469, -7.309)
C (-4.946, 6.158, -7.126)
H (-6.864, 8.435, -6.044)
H (-7.847, 7.172, -6.995)
H (-4.967, 8.348, -7.188)
H (-5.763, 7.523, -8.385)
H (-3.863, 6.043, -7.106)
H (-5.412, 5.489, -7.849)
C (-4.041, -0.926, -4.831)
C (-4.017, 0.283, -5.873)
O (-4.182, 1.508, -5.268)
S (-4.712, 1.297, -3.663)
O (-6.032, 1.932, -3.497)
O (-3.626, 1.490, -2.739)
O (-4.944, -0.346, -3.916)
H (-3.151, -1.388, -4.404)
H (-4.662, -1.738, -5.211)
H (-4.852, 0.206, -6.570)
H (-3.093, 0.349, -6.449)
C (-9.009, 1.097, -8.527)
C (-8.341, -0.014, -7.720)
O (-7.919, 0.561, -6.589)
S (-7.495, 2.168, -6.772)
O (-6.159, 2.418, -7.350)
O (-8.002, 3.038, -5.737)
O (-8.612, 2.323, -7.955)
H (-10.095, 1.138, -8.443)
H (-8.778, 1.086, -9.593)
H (-7.513, -0.393, -8.319)
H (-9.133, -0.692, -7.402)

total charge = +1
total energy = -79679.018 eV

Löwdin atomic charge list, values in e, 5 entries: Ag 0.819; O 0.062; C -0.413; O 0.039; C -0.185



Molecular formula: C20H32BrO10PbS2
Method: DFT, ωB97M-V/def2-TZVPD

Atoms and positions in Å:
Pb (-0.647, -0.093, -0.466)
C (-0.835, -3.191, -2.483)
C (-2.051, -3.021, -1.582)
C (-2.214, -4.148, -0.557)
O (-2.250, -1.764, -1.065)
H (0.099, -3.289, -1.922)
H (-0.740, -2.413, -3.241)
H (-0.929, -4.153, -3.015)
H (-2.947, -3.197, -2.230)
H (-3.209, -4.053, -0.115)
H (-1.555, -4.028, 0.313)
H (-2.065, -5.168, -0.929)
C (-3.611, 3.663, -0.501)
C (-2.562, 2.651, -1.011)
C (-1.156, 3.262, -0.850)
O (-2.680, 1.406, -0.471)
H (-3.529, 3.896, 0.569)
H (-4.554, 3.110, -0.553)
H (-3.591, 4.603, -1.062)
H (-2.816, 2.571, -2.102)
H (-0.920, 3.403, 0.204)
H (-1.106, 4.199, -1.427)
H (-0.391, 2.623, -1.298)
Br (2.084, -1.435, -0.720)
C (0.073, -2.459, 2.993)
C (-1.137, -1.851, 2.625)
C (-2.464, -2.577, 2.993)
O (-3.547, -2.088, 2.637)
C (-2.408, -3.790, 3.722)
C (-1.164, -4.360, 4.095)
C (0.134, -3.804, 3.455)
O (1.180, -4.455, 3.600)
O (-1.072, -5.381, 4.815)
O (-1.128, -0.627, 2.276)
H (0.996, -1.886, 3.005)
H (-3.301, -4.315, 4.033)
C (2.828, 1.734, 4.437)
C (3.369, 0.456, 3.819)
C (3.052, 0.522, 2.313)
S (1.806, 1.826, 2.037)
O (0.672, 1.318, 1.336)
O (2.568, 2.975, 1.565)
C (1.491, 2.097, 3.815)
H (3.498, 2.592, 4.285)
H (2.747, 1.769, 5.529)
H (2.821, -0.367, 4.276)
H (4.452, 0.362, 3.804)
H (2.734, -0.408, 1.837)
H (3.884, 0.883, 1.709)
H (0.657, 1.400, 3.939)
H (1.224, 3.142, 3.948)
C (1.503, 2.592, -3.486)
C (2.620, 1.687, -4.065)
C (2.048, 0.320, -4.486)
S (0.253, 0.460, -4.311)
O (-0.130, 0.134, -2.969)
O (-0.439, 0.024, -5.500)
C (0.305, 2.252, -4.364)
H (1.857, 3.618, -3.565)
H (1.316, 2.340, -2.445)
H (3.400, 1.455, -3.336)
H (3.145, 2.185, -4.883)
H (2.358, -0.515, -3.860)
H (2.150, 0.184, -5.562)
H (-0.717, 2.572, -4.162)
H (0.540, 2.548, -5.391)

relative energy (zero: lowest compared OMol25 entry of this formula, charge and spin) = 0.0000 eV
total charge = -3
total energy = -138690.694 eV

Löwdin atomic charge list, values in e, 5 entries: Pb 1.342; C -0.107; C -0.653; C -0.075; O -0.386



no.,F_max (eV Å⁻¹),highest occupied orbital energy (Ha),frontier orbital gap (Eh)
1,5.60,-0.44304,0.38304
2,3.39,0.07385,0.11320